No. 1
Computed, not measured: a structure of composition C18H23ClN4O2PSW in a non-equilibrium geometry, with wB97M-V/def2-TZVPD.

Each line ends with the Löwdin charge.
Geometry (Å):
1 C 2.4912 3.9554 -0.1759  0.044
2 H 7.0681 -0.5451 2.1568  0.130
3 N -0.7184 0.8804 1.5798  -0.153
4 H 8.2068 1.0245 0.6275  0.132
5 C -1.9115 -0.4748 0.1931  -0.707
6 C 0.2432 2.8599 0.8941  -0.206
7 C 0.7073 -1.3692 2.9816  -0.166
8 H -2.9833 2.2083 2.0328  0.102
9 H 1.4831 5.8495 -0.0580  0.148
10 C -2.2625 2.7949 1.4714  0.055
11 H -0.5590 4.8512 0.9369  0.141
12 H 3.4107 4.3416 -0.5945  0.143
13 C 3.0746 -2.5885 -0.6470  -0.179
14 H 1.5475 -0.6742 -2.4530  0.026
15 W 1.1464 -0.1304 1.2139  1.321
16 N 1.2829 2.0386 0.5805  -0.101
17 C 6.5588 -0.1874 1.2724  -0.028
18 N -2.9742 -1.1418 -0.1743  0.209
19 P 2.9976 -0.7883 -0.5504  0.861
20 H 2.0975 -3.0116 -0.8700  0.068
21 C 0.9375 -2.5392 2.1100  -0.533
22 C 5.2725 -0.6127 0.9976  -0.118
23 H 3.2402 1.9449 -0.0906  0.079
24 C 2.3884 2.5908 0.0824  -0.106
25 C 5.2836 0.6993 -1.0425  -0.090
26 S -0.5896 -0.1580 -0.8600  0.836
27 C 1.4296 4.7836 0.1214  0.048
28 H -0.3455 -1.2551 3.2356  0.088
29 H 2.4038 0.8723 -2.2475  0.055
30 C 4.6266 -0.1672 -0.1611  -0.419
31 H 4.7936 -1.3119 1.6752  0.103
32 H 4.8167 1.0252 -1.9638  0.107
33 Cl 2.6293 0.6545 2.6754  0.421
34 H -2.5088 -0.0283 2.1867  0.184
35 H 1.3509 -1.3573 3.8556  0.078
36 N -1.7870 -0.0206 1.4758  0.018
37 H -3.7754 -1.2861 0.4281  0.159
38 C -0.9375 2.1482 1.3672  -0.203
39 C 2.4971 -0.2107 -2.1871  -0.228
40 H -2.1646 3.7699 1.9494  0.118
41 H 3.2480 -0.5472 -2.9058  0.087
42 H 7.0953 1.7639 -1.4522  0.128
43 H 3.4586 -3.0188 0.2779  0.068
44 C 7.2043 0.6859 0.4017  -0.010
45 C 0.2808 4.2220 0.6788  0.075
46 C 6.5746 1.1181 -0.7583  -0.030
47 O 1.4216 -3.5992 2.1685  0.240
48 H -2.6512 2.9691 0.4612  0.140
49 H -3.0166 -1.5519 -1.0989  0.149
50 H 3.7761 -2.8106 -1.4555  0.092
51 O 0.6295 -1.8919 0.8209  -0.375

Values from the calculation:
Total charge   +3
LUMO   -11.99 eV
Relative energy (zero: lowest compared OMol25 entry of this formula, charge and spin)   2.126 eV
HOMO-LUMO gap   5.739 eV
DFT total energy   -2335.0639 Ha

---

No. 2
Computed, not measured: the molecule C4H6N2O, with wB97M-V/def2-TZVPD.

Each line ends with the Löwdin charge.
Geometry (Å):
1 C 0.8271 1.3460 0.2812  -0.579
2 N 1.2332 -0.1003 0.4194  0.094
3 C 0.5709 -0.9505 -0.4100  -0.216
4 C -0.7958 -0.6110 -0.5811  -0.008
5 H -1.2208 0.1069 1.4002  0.127
6 N -0.4545 1.5258 -0.0396  0.069
7 H -1.3481 -1.0149 -1.4271  0.136
8 H 1.0970 -1.5445 -1.1582  0.149
9 H -0.2218 -1.7573 0.1218  0.215
10 C -1.3084 0.4254 0.3476  -0.257
11 H -2.3553 0.6600 0.1417  0.115
12 O 1.7402 2.1392 0.4289  0.019
13 H 2.2368 -0.2002 0.4979  0.137

Values from the calculation:
LUMO (alpha / beta)   -0.30 / -0.30 eV
Relative energy (zero: lowest compared OMol25 entry of this formula, charge and spin)   3.835 eV
HOMO-LUMO gap (alpha / beta)   8.034 / 8.034 eV
DFT total energy   -340.6540 Ha

---

No. 3
Computed, not measured: the ion C17H16FI2N2O3 with charge +1 in a non-equilibrium geometry, with wB97M-V/def2-TZVPD.

Each line ends with the Löwdin charge.
Geometry (Å):
1 C 1.4103 -2.1575 -2.1083  -0.019
2 C -1.4047 2.0963 1.1469  -0.198
3 C -3.8198 1.6375 1.9426  -0.096
4 O 0.9900 2.1982 -2.5572  0.101
5 H 2.0792 -5.5060 -1.8542  0.080
6 H 3.0772 0.3600 1.3600  0.093
7 C 0.3791 0.6635 1.7458  -0.503
8 N -0.8198 1.2071 1.9534  -0.022
9 C 2.5177 0.4433 0.4227  -0.103
10 N -4.3190 0.2351 -0.1559  0.111
11 C 2.6304 -3.2779 -0.3985  -0.039
12 O -3.3633 -0.6805 1.7260  0.095
13 H -3.6721 1.4307 3.0048  0.113
14 C -2.7661 2.6698 1.4568  -0.124
15 C 1.6296 -4.6230 -2.3134  -0.038
16 C 0.5947 1.9774 -0.2242  -0.104
17 H -2.6353 3.4252 2.2473  0.147
18 H -4.9876 -0.5256 -0.2164  0.096
19 F -1.4452 0.8095 3.0692  0.060
20 H 2.5308 3.5997 -0.3823  0.139
21 H -3.1981 3.2094 0.6139  0.049
22 H 3.4319 -2.0805 1.2139  0.104
23 O 2.4459 3.2685 -1.2891  0.148
24 C 1.6317 -0.9876 -1.4335  -0.030
25 H 0.8591 -2.1700 -3.0435  0.127
26 H -4.8243 2.0711 1.8619  0.134
27 H 0.5389 -4.7624 -2.3118  0.088
28 C 1.3579 2.4849 -1.4413  -0.554
29 H 1.2124 -0.0756 -1.8515  0.101
30 C 1.1314 1.0334 0.6507  -0.176
31 I -1.4351 3.9328 -1.3222  1.157
32 H 3.1137 1.0956 -0.2269  0.126
33 C 2.3458 -0.9371 -0.2410  -0.244
34 H 1.9173 -4.5367 -3.3666  0.087
35 C -0.6862 2.4916 0.0411  -0.480
36 H 3.0610 -4.1777 0.0394  0.123
37 I 1.0761 -0.7680 3.1374  1.172
38 C -3.7947 0.3159 1.1815  -0.470
39 C 2.8620 -2.0933 0.2890  -0.072
40 H -3.5668 0.0424 -0.8091  0.089
41 C 1.9141 -3.3398 -1.5574  -0.267

Values from the calculation:
Total charge   +1
SMILES   Cc1ccc(Cc2c(C(=O)O)c(I)c(CCC(N)=O)[n+](F)c2I)cc1
LUMO   -4.72 eV
HOMO-LUMO gap   6.960 eV
DFT total energy   -1687.5670 Ha

---

No. 4
Computed, not measured: a cluster of 8 separate species, C52H39N9O18 in total in a non-equilibrium geometry, with wB97M-V/def2-TZVPD.

Each line ends with the Löwdin charge.
Geometry (Å):
1 H 2.1482 8.0679 6.0110  0.120
2 C 2.1343 0.4762 -1.8622  -0.060
3 H 2.4933 -3.9551 0.8783  0.070
4 O -4.4727 -3.2058 -8.9307  0.075
5 C -1.2726 -5.9815 -6.9266  -0.060
6 C -4.2299 2.4740 -0.6196  -0.070
7 O -5.0012 -9.2497 2.6251  0.075
8 H -0.4142 -6.6320 -7.0268  0.109
9 H 0.6814 7.7778 -4.6723  0.109
10 C -0.1170 9.5032 -3.6860  -0.006
11 O 2.3131 5.8889 4.9606  0.084
12 H 2.8803 -4.5581 -4.0160  0.121
13 C 3.6285 -3.5070 -0.8891  -0.063
14 H -1.4382 -5.6282 -9.0310  0.117
15 H 2.4343 2.8636 -4.8861  0.119
16 C -0.6375 9.9934 -2.5008  -0.154
17 C 2.5751 -4.0854 -0.1931  -0.055
18 C -1.3772 -7.9839 -0.0670  -0.058
19 O -2.7212 -2.0788 -1.6489  0.071
20 H 2.3266 9.6178 7.9163  0.109
21 H 4.5588 -3.2236 -2.8029  0.109
22 H 2.9454 -1.0156 -3.1681  0.090
23 N -1.0735 11.3938 -2.4327  -0.358
24 O 0.9652 4.3875 -1.6253  0.073
25 C 2.5859 8.5757 8.0431  -0.063
26 C 1.2466 2.3982 5.3062  -0.142
27 O -0.9779 12.0653 -3.4395  0.074
28 H -4.3318 -3.6555 -6.5528  0.118
29 C -0.7661 9.1899 -1.3812  -0.008
30 C 3.0169 8.1109 9.2785  -0.069
31 O 1.4654 4.7405 -3.6914  0.067
32 C 1.8406 2.6390 -2.8310  -0.148
33 C -0.3741 7.8626 -1.4561  -0.058
34 H -0.4185 -0.5103 6.9697  0.112
35 H 1.3401 2.1465 -0.7964  0.118
36 C 1.0525 -1.2943 4.9009  0.048
37 C -2.9396 -4.5797 -7.9049  -0.152
38 C 3.2499 5.8960 8.3769  -0.001
39 C -2.5750 1.4424 -2.0222  -0.004
40 H 4.3713 -2.9249 -0.3573  0.110
41 H 1.7025 3.2371 4.8103  0.089
42 C -3.9856 0.0828 -0.6127  -0.004
43 H 2.0478 -0.1927 -1.0165  0.057
44 C 2.3502 2.1975 -4.0398  -0.002
45 H -0.4741 7.2211 -0.5905  0.107
46 N -4.5664 -8.4583 1.8136  -0.357
47 C 0.8757 0.0818 5.3653  -0.138
48 H -3.3049 -4.6697 -4.5556  0.109
49 H -1.3424 -6.1492 -4.7927  0.077
50 C -2.4795 -9.7620 1.7689  -0.008
51 O -3.0544 -4.2339 -10.1759  0.073
52 O -5.1834 -7.5079 1.3791  0.077
53 C -2.6616 -7.7732 0.4114  0.006
54 C 1.7528 -5.0009 -2.2393  -0.136
55 C 3.3523 6.7736 9.4438  -0.064
56 N -2.3225 -1.0085 -2.0615  -0.354
57 C 1.7342 1.7950 -1.7394  0.001
58 H -0.6385 1.7581 7.8053  0.115
59 H -1.1681 9.5825 -0.4585  0.117
60 O -1.5079 11.7997 -1.3737  0.072
61 H 0.3515 -9.2517 -0.0122  0.107
62 C 2.7521 0.8770 -4.1565  -0.057
63 H 3.1486 0.5163 -5.0960  0.109
64 H -4.7279 3.3649 -0.2592  0.108
65 C -3.4761 -4.3061 -6.6590  -0.004
66 N 0.5280 2.6549 6.3799  0.106
67 C 3.7368 -3.6760 -2.2639  -0.080
68 C -1.8467 -5.4160 -8.0538  -0.006
69 N 0.7621 -5.8106 -2.9544  -0.321
70 H 3.0907 8.7930 10.1157  0.108
71 N 2.6830 5.4422 6.0278  -0.330
72 O -0.4159 -2.6553 6.2638  0.199
73 H -4.2892 -0.8866 -0.2454  0.119
74 H 3.5082 4.8554 8.5083  0.119
75 C -4.6144 1.2263 -0.1464  -0.065
76 C -3.2093 2.5819 -1.5546  -0.063
77 C 0.4475 -2.5903 5.4471  -0.338
78 H 2.0838 1.0450 3.8794  0.114
79 C 2.7942 -4.4271 -2.9469  -0.002
80 C 1.6291 -4.8367 -0.8709  0.018
81 C 1.7819 -1.7233 3.8864  -0.085
82 O 1.0309 -3.6479 4.8026  0.174
83 H 0.8094 -5.2849 -0.3275  0.120
84 H 3.6902 6.4145 10.4062  0.108
85 C 2.4838 7.7041 6.9712  -0.001
86 O 0.9062 -5.9658 -4.1472  0.083
87 C -1.7954 -5.7110 -5.6694  -0.069
88 C -2.9749 0.2049 -1.5497  -0.146
89 C 1.4679 1.1690 4.7542  0.022
90 H -0.6271 -10.8244 1.6231  0.106
91 C -2.8983 -4.8774 -5.5362  -0.054
92 N 1.3908 4.0286 -2.7053  -0.331
93 C -1.1977 -9.9696 1.2858  -0.069
94 C -0.6486 -9.0837 0.3676  -0.065
95 O 2.5529 -0.9869 2.9695  0.108
96 N -3.5356 -3.9596 -9.0953  -0.358
97 H -5.4079 1.1447 0.5839  0.108
98 C 0.1436 7.3531 -2.6402  -0.064
99 O -0.1547 -6.2844 -2.3083  0.050
100 H -0.9453 -7.2934 -0.7809  0.066
101 H -2.9046 -10.4520 2.4829  0.118
102 O 2.2859 -3.9040 2.8955  0.193
103 H -3.2288 -6.9191 0.0706  0.121
104 C -3.1981 -8.6678 1.3207  -0.149
105 C 0.0837 0.3053 6.4746  0.007
106 C 1.8292 -0.8717 1.8919  -0.282
107 C -0.0373 1.5947 6.9151  -0.131
108 O 2.9462 4.2733 6.2232  0.047
109 C 0.2751 8.1753 -3.7517  -0.056
110 N 1.1232 -0.8669 0.9636  0.225
111 H 0.4449 6.3128 -2.6966  0.056
112 H -1.7813 1.5342 -2.7500  0.116
113 O -1.4271 -0.8745 -2.8694  0.072
114 H -2.9095 3.5545 -1.9211  0.109
115 H -0.0160 10.1389 -4.5536  0.117
116 C 2.6401 0.0164 -3.0711  -0.054
117 C 1.7684 -3.2218 3.7184  -0.322
118 C 2.8125 6.3726 7.1539  -0.142

Values from the calculation:
SMILES   N#COC1=C(c2ccncc2)C(=O)OC1=O.O=[N+]([O-])c1ccccc1.O=[N+]([O-])c1ccccc1.O=[N+]([O-])c1ccccc1.O=[N+]([O-])c1ccccc1.O=[N+]([O-])c1ccccc1.O=[N+]([O-])c1ccccc1.O=[N+]([O-])c1ccccc1
LUMO   -2.22 eV
HOMO-LUMO gap   7.560 eV
DFT total energy   -3851.3827 Ha

---

No. 5
Computed, not measured: the molecule C2H2O2S2 in a non-equilibrium geometry, with wB97M-V/def2-TZVPD.

Each line ends with the Löwdin charge.
Geometry (Å):
1 C -0.9673 -0.0768 0.1724  -0.373
2 O -0.5933 -1.9364 -1.7083  -0.552
3 S -0.0803 -1.5391 -0.4034  0.850
4 S 1.4780 0.4774 -0.3778  0.849
5 H -0.2389 1.8374 0.9003  0.078
6 H -2.0254 -0.0961 0.3688  0.077
7 C -0.0930 0.8912 0.4062  -0.376
8 O 2.5203 0.4423 0.6419  -0.553

Values from the calculation:
SMILES   O=S1#S(=O)C=C1
LUMO   -1.11 eV
Relative energy (zero: lowest compared OMol25 entry of this formula, charge and spin)   2.749 eV
HOMO-LUMO gap   7.852 eV
DFT total energy   -1024.1616 Ha

---

No. 6
Computed, not measured: the molecule C14H26N4O8S2, with wB97M-V/def2-TZVPD.

Each line ends with the Löwdin charge.
Geometry (Å):
1 H -3.5745 -0.2846 -3.5734  0.068
2 C -2.4332 -4.5385 -1.3453  -0.065
3 H -4.9401 -0.8367 -2.5936  0.061
4 O 1.2029 -0.7841 -0.1876  0.032
5 H 4.5370 -1.2481 2.1233  0.119
6 H 5.0279 0.4637 -0.3709  0.068
7 C -1.7710 -0.0766 -1.3237  -0.269
8 C 2.2921 3.4372 1.9172  -0.237
9 H 6.2486 -0.4532 0.5156  0.078
10 H -1.4316 0.7812 1.1349  0.174
11 C 1.6794 1.5773 0.3895  -0.254
12 N -2.7766 -2.1556 -0.8379  -0.146
13 H -1.3660 -4.4533 -1.5301  0.071
14 O 0.3565 1.6557 0.9148  0.020
15 H 4.1109 -1.7463 0.4706  0.128
16 C -4.4264 0.0384 -2.9797  -0.076
17 O -0.8142 -1.7124 0.3268  0.020
18 H -2.6420 -5.5377 -0.9736  0.077
19 H -3.4875 1.8239 -2.1650  0.128
20 H 2.4750 5.5168 1.4304  0.077
21 O 4.0044 1.0863 3.1978  -0.252
22 C 0.0788 -0.7244 0.6838  -0.255
23 N 2.5917 2.1324 1.3407  -0.146
24 H -2.9672 -4.3895 -2.2796  0.079
25 C 5.3004 0.0703 0.6056  -0.076
26 H -3.9429 -3.6347 -0.0870  0.120
27 C 2.5869 4.5586 0.9309  -0.065
28 N -3.0965 0.2672 -0.8732  -0.154
29 H 1.2513 3.4728 2.2519  0.124
30 N 2.9305 -0.2880 1.3221  -0.154
31 O 1.6073 0.6784 3.2463  -0.228
32 H -5.1039 0.5961 -3.6209  0.078
33 C -2.8820 -3.5119 -0.3148  -0.237
34 C -3.9931 0.9208 -1.8141  -0.225
35 H 1.8968 4.5217 0.0927  0.071
36 H -4.8674 1.2067 -1.2289  0.119
37 H 3.6032 4.4708 0.5568  0.079
38 H 2.9485 3.5082 2.7870  0.120
39 C -0.5249 0.6691 0.5263  -0.255
40 H 5.4138 0.8968 1.3004  0.061
41 S -3.7016 -1.0173 0.0004  0.669
42 H -1.7080 0.0115 -2.4157  0.168
43 C -1.4830 -1.5516 -0.9217  -0.254
44 H -2.3054 -3.6065 0.6099  0.124
45 C 4.2418 -0.8899 1.1368  -0.225
46 H 2.8653 0.1356 -0.7246  0.168
47 H 0.3787 -0.9131 1.7228  0.174
48 C 2.2031 0.1320 0.1505  -0.269
49 S 2.7870 0.9016 2.4812  0.669
50 H 1.7070 2.1439 -0.5519  0.172
51 H -0.8766 -2.0379 -1.6989  0.172
52 O -5.0868 -1.2241 -0.2604  -0.252
53 O -3.3059 -0.8929 1.3623  -0.228
54 O -0.8186 0.8339 -0.8568  0.032

Values from the calculation:
SMILES   CCN1[C@@H]2O[C@H]3O[C@H]4[C@@H](O[C@H]3O[C@@H]2N(CC)S1(=O)=O)N(CC)S(=O)(=O)N4CC
LUMO   0.54 eV
Relative energy (zero: lowest compared OMol25 entry of this formula, charge and spin)   0.000 eV
HOMO-LUMO gap   10.368 eV
DFT total energy   -2166.3395 Ha

---

No. 7
Computed, not measured: the molecule C2H3N3OS in a non-equilibrium geometry, with wB97M-V/def2-TZVPD.

Each line ends with the Löwdin charge.
Geometry (Å):
1 H 2.0020 1.3766 0.3488  0.139
2 N 1.3798 0.9503 -0.3158  0.048
3 O 0.0884 0.9187 0.2235  -0.043
4 H -3.6657 -0.4129 0.9952  -0.146
5 H 2.5783 -0.6532 -1.0786  0.126
6 N -1.5802 -0.7255 0.2209  -0.294
7 C -0.4084 -0.3608 -0.0303  -0.563
8 N 0.6005 -1.1483 -0.6096  0.153
9 S -2.6120 0.4291 0.9403  0.726
10 C 1.6174 -0.3741 -0.6943  -0.146

Values from the calculation:
SMILES   S/N=c1/nc[nH]o1
LUMO   0.62 eV
Relative energy (zero: lowest compared OMol25 entry of this formula, charge and spin)   1.843 eV
HOMO-LUMO gap   8.924 eV
DFT total energy   -715.6285 Ha